The following is a DFT calculation (the ωB97M-V functional and the def2-TZVPD basis) of a molecular structure, C24H28ClF9MnN2O3.

Structure (ORCA input):
```
! wB97M-V def2-TZVPD RIJCOSX def2/J DEFGRID3
* xyz -1 5
Mn -1.20930 -0.09092 0.50427
Cl -3.22775 0.28909 1.95152
N -0.13004 1.93611 0.19935
N -0.31140 -2.07347 0.40723
C -0.90760 2.75462 -0.49918
C -0.72651 -2.83705 -0.57844
C 1.12954 2.67094 0.40423
C 0.63385 4.12097 0.37482
C 2.10299 2.47062 -0.73864
C 1.77763 2.33890 1.70957
H 1.65928 2.71499 -1.71147
H 2.45407 1.43689 -0.75984
H 2.96892 3.12942 -0.58996
H 1.06629 2.49093 2.51349
H 2.63904 2.99976 1.86986
H 2.11314 1.30146 1.73007
C 0.77991 -2.79739 1.10773
C 0.90818 -4.09537 0.30186
C 0.33876 -3.08908 2.51596
C 2.05775 -1.99219 1.09541
H 2.30348 -1.70248 0.06911
H 2.88064 -2.59934 1.48806
H 1.92683 -1.11383 1.72876
H -0.61270 -3.63928 2.50626
H 0.21482 -2.13875 3.03780
H 1.09198 -3.69937 3.03052
O -0.13116 -4.00494 -0.73254
H 0.70321 -5.00844 0.87952
H 1.85231 -4.20756 -0.24698
O -0.58803 4.03329 -0.47387
H 1.27876 4.86036 -0.11595
H 0.30258 4.46908 1.36671
C -1.98835 2.30965 -1.40960
C -1.75902 -2.45029 -1.56440
C -1.27213 -1.21869 -2.25173
H -2.65994 -2.16605 -0.99141
H -1.96336 -3.27832 -2.25145
C -1.43821 -0.05492 -1.53919
C -1.42372 1.16234 -2.18479
H -1.89610 -0.01509 2.33725
C -0.86362 1.27046 -3.48564
C -0.45250 0.07669 -4.10196
C -0.66941 2.62526 -4.10359
C -0.69695 -1.19020 -3.55159
H -0.00443 0.12567 -5.10228
C -0.36412 -2.48928 -4.22216
H 0.15337 -2.32185 -5.17112
H -1.28001 -3.06116 -4.42640
H 0.27927 -3.07054 -3.54535
H -1.62259 3.16839 -4.12416
H -0.29795 2.54393 -5.13357
H 0.05664 3.19652 -3.50426
H -2.32226 3.14505 -2.02785
H -2.80013 1.91231 -0.77461
F -0.74638 2.53552 3.69130
C -0.74524 1.57425 4.65723
F -0.37808 2.16578 5.82775
F -2.02930 1.15093 4.79707
C 0.21999 0.37878 4.22432
O 0.12669 0.10400 2.93781
C 1.67498 0.77270 4.73779
F 1.87480 0.52544 6.06490
F 2.60765 0.05827 4.05629
F 1.97258 2.08376 4.55234
C -0.20302 -0.83812 5.16585
F -0.52859 -0.45984 6.43055
F -1.29064 -1.47391 4.63957
F 0.79611 -1.76128 5.24793
*
```

Calculated values
Kohn-Sham gap (spin up / spin down)	0.213 / 0.138	Eh
calculated total energy	-102766.5230	eV
energy relative to the best compared isomer or geometry (same formula, charge and spin)	14.8	kcal per mole
HOMO energy (spin up / spin down)	-3.1 / -1.0	eV


The following is a DFT calculation (the ωB97M-V functional and the def2-TZVPD basis) of a molecular structure, C24H28ClN4O6Sn.

Structure (ORCA input):
```
! wB97M-V def2-TZVPD RIJCOSX def2/J DEFGRID3
* xyz 3 1
Sn -0.51781 1.05043 -1.04905
C -1.82144 2.54436 5.95526
C -1.94954 2.04591 4.54982
C -2.79444 1.07221 4.17653
C -2.86702 0.59364 2.79888
C -3.55932 -0.52505 2.62626
N -3.83087 -1.32908 1.46006
C -3.11445 -2.08203 0.70552
C -3.46815 -3.27338 -0.14208
C 2.48048 -4.20900 0.44654
N 2.88105 -3.04691 0.79861
C 2.59709 -1.82055 0.14502
C 2.54560 -1.65367 -1.18233
C 3.00417 -2.58618 -2.19357
C 2.96883 -2.27915 -3.50486
C 3.49302 -3.18017 -4.57632
C 2.47313 -0.96850 -3.90400
C 1.97902 -0.05298 -3.04361
C 1.64307 1.31280 -3.46493
N 0.85297 2.00721 -2.77584
C 0.74548 3.45349 -2.98774
C 1.34556 4.14135 -1.76020
C 0.40643 4.30761 -0.57692
N -0.09455 3.05979 0.07660
C -0.40387 3.20908 1.31298
C -1.17025 2.33645 2.19836
C -1.12976 2.65286 3.52144
C -2.20302 1.39431 1.73558
O -2.59222 1.35975 0.57479
C 1.91565 -0.35900 -1.61974
O 1.30323 0.35104 -0.81315
H -2.52234 2.04463 6.61918
H -2.01267 3.61801 5.99965
H -0.81069 2.37717 6.33196
H -3.42960 0.59015 4.91016
H -4.10232 -0.94170 3.46701
H -4.83349 -1.51912 1.37508
H -1.32112 -3.14942 1.62359
H -2.39398 -1.41375 -1.40392
H -3.93809 -3.01519 -1.10036
H -4.16346 -3.90929 0.42087
H 1.86928 -4.32398 -0.44065
H 2.73181 -5.06028 1.06796
H 3.35580 -2.96697 1.69759
H 2.38744 -1.00873 0.82727
H 3.45671 -3.52358 -1.89344
H 3.75603 -4.16075 -4.18750
H 4.38268 -2.74233 -5.03494
H 2.75333 -3.30604 -5.36870
H 2.54484 -0.71711 -4.95839
H 2.18694 1.73433 -4.31500
H -0.30678 3.72165 -3.11534
H 1.27760 3.74926 -3.89384
H 1.65308 5.14905 -2.04430
H 2.25426 3.61352 -1.46238
H -0.48442 4.85243 -0.89940
H 0.89819 4.91637 0.18405
H -0.09011 4.13937 1.79213
H -0.45819 3.44547 3.83961
O -1.47142 -1.46826 -1.12355
Cl -1.23847 -2.39950 0.54159
O -2.19320 -3.80285 -0.25475
O 0.03296 -2.92883 0.05178
O -0.88866 -1.12038 1.25903
*
```

Calculated values
Kohn-Sham gap	0.213	Eh
calculated total energy	-61900.7071	eV
energy relative to the best compared isomer or geometry (same formula, charge and spin)	140.0	kcal per mole
HOMO energy	-16.3	eV


The following is a DFT calculation (the ωB97M-V functional and the def2-TZVPD basis) of a molecular structure, C24H28ClN7O2STi.

Structure (ORCA input):
```
! wB97M-V def2-TZVPD RIJCOSX def2/J DEFGRID3
* xyz 1 2
Ti -0.83295 -1.07560 -0.94015
N -1.19544 -3.19794 0.02108
C -1.14776 -4.19236 -1.06130
C 0.09578 -3.94505 -1.88871
N 0.13711 -2.55716 -2.41235
C -0.32458 -2.38336 -3.80418
C -1.70703 -1.76487 -3.84862
N -1.68825 -0.53172 -3.03907
H -2.08191 -3.25579 0.50922
H -0.44886 -3.36094 0.68951
H -1.14528 -5.21832 -0.68601
H -2.04978 -4.06556 -1.66393
H 0.98330 -4.07186 -1.26534
H 0.16832 -4.66478 -2.70677
H 1.10607 -2.24721 -2.31877
H 0.38367 -1.72904 -4.31908
H -0.31470 -3.33488 -4.33996
H -2.00755 -1.57531 -4.88091
H -2.44683 -2.43490 -3.40744
H -1.18172 0.20035 -3.52797
H -2.63366 -0.19359 -2.88738
N -4.54798 -0.95152 1.58084
C -3.50638 -0.64800 0.77549
S -3.47579 -1.39783 -0.79470
N -2.61146 0.16420 1.28870
N -1.55603 0.37177 0.42944
C -0.85667 1.43649 0.59211
C -1.12878 2.49693 1.58855
C -1.14150 2.21341 2.95060
C -1.37298 3.22766 3.86490
C -1.61530 4.52220 3.42429
C -1.62249 4.80548 2.06658
C -1.36984 3.79572 1.14949
C 0.27608 1.62851 -0.37679
C 1.21681 2.62707 -0.21834
C 2.22425 2.75172 -1.17166
C 2.26013 1.88214 -2.24206
C 1.29764 0.88388 -2.30688
N 0.33312 0.75563 -1.40222
H -5.34406 -1.42459 1.19357
H -4.67323 -0.39854 2.41318
H -0.98287 1.19809 3.28880
H -1.37364 3.00661 4.92392
H -1.80377 5.31022 4.14136
H -1.82157 5.81021 1.71889
H -1.37293 4.02149 0.08945
H 1.17266 3.28797 0.63415
H 2.97302 3.52516 -1.06292
H 3.02386 1.94065 -3.00370
H 1.31473 0.14484 -3.09832
Cl 4.98728 1.61986 4.37794
C 4.11303 0.77281 3.14480
C 4.78664 0.35720 2.00399
C 4.08354 -0.30883 1.01573
C 2.72270 -0.55899 1.17026
C 2.06799 -0.14393 2.32411
C 2.75985 0.52649 3.31955
C 1.97806 -1.20427 0.05113
O 2.52247 -1.50894 -1.00418
O 0.69637 -1.37156 0.25921
H 5.84378 0.55929 1.90403
H 4.58018 -0.63927 0.11344
H 1.01070 -0.34404 2.43942
H 2.26444 0.85648 4.22197
*
```

Calculated values
Kohn-Sham gap (spin up / spin down)	0.272 / 0.274	Eh
calculated total energy	-86341.4034	eV
energy relative to the best compared isomer or geometry (same formula, charge and spin)	1.5	kcal per mole
HOMO energy (spin up / spin down)	-10.9 / -10.9	eV


Number 1: strongest force on any atom 0.05864 hartree/bohr. Number 2: strongest force on any atom 0.07629 hartree/bohr. Number 3: strongest force on any atom 0.02209 hartree/bohr.